(1)
Below is a cluster of 2 separate species, C4H16N3O in total, with properties calculated with ωB97M-V with the def2-TZVPD basis set.

* E_HOMO: -0.4853 Ha
* total charge: +1
* gap between HOMO and LUMO: 10.23 eV

Each line ends with the Mulliken charge.
Geometry (Å):
C 0.303 -0.651 -2.146  -0.48
O -0.001 -1.986 -1.808  -0.53
C -0.864 0.193 -1.668  -0.54
N -0.447 1.600 -1.466  -0.64
H 1.237 -0.327 -1.667  0.30
H 0.428 -0.535 -3.224  0.39
H 0.750 -2.547 -2.024  0.32
H -1.688 0.112 -2.371  0.44
H -1.216 -0.197 -0.716  0.16
H -1.269 2.173 -1.314  0.25
H -0.028 1.966 -2.317  0.24
C -0.436 0.182 2.180  -0.42
N -0.658 -1.135 2.758  -0.64
C 0.888 0.145 1.444  -0.62
N 1.126 1.441 0.726  -0.16
H -0.373 0.901 2.994  0.44
H -1.232 0.523 1.504  0.26
H -1.478 -1.120 3.355  0.26
H -0.865 -1.803 2.027  0.23
H 0.894 -0.645 0.694  0.22
H 1.707 -0.025 2.134  0.45
H 2.093 1.502 0.411  0.40
H 0.479 1.554 -0.168  0.26
H 0.960 2.234 1.353  0.39

Cartesian forces, eV/Å:
-0.078 -0.038 0.041
0.075 -0.002 0.164
0.081 0.130 -0.070
-0.081 -0.126 -0.129
0.013 0.076 0.045
0.085 0.034 -0.114
-0.061 -0.101 -0.107
-0.131 -0.017 -0.097
-0.004 -0.073 0.110
-0.080 0.070 0.058
0.058 -0.021 0.000
-0.011 -0.248 0.039
-0.223 0.214 -0.079
-0.020 0.108 -0.102
-0.007 0.108 0.114
-0.004 0.157 0.116
-0.017 0.029 -0.061
0.139 -0.009 0.103
0.038 -0.174 -0.096
0.010 -0.023 -0.034
0.063 -0.056 0.104
0.002 0.036 0.018
0.090 0.079 0.089
0.065 -0.153 -0.114

***

(2)
Below is a structure of composition C4H16N3OsS, with properties calculated with ωB97M-V with the def2-TZVPD basis set.

* multiplicity: 5
* E_HOMO (spin up / spin down): -0.3363 / -0.4330 Ha
* total charge: +1
* gap between HOMO and LUMO (spin up / spin down): 6.03 / 7.22 eV

Each line ends with the Mulliken charge.
Geometry (Å):
C -0.199 0.518 -4.289  -0.90
Os -0.352 -0.654 -1.927  0.48
N -0.730 -1.921 -0.190  -0.65
H 0.335 -1.969 -2.313  -0.28
H 0.047 -2.093 0.468  0.26
H -0.738 -0.294 -3.652  0.22
H 0.161 0.069 -5.230  0.35
H 0.666 0.933 -3.765  0.12
H -0.835 1.371 -4.504  0.35
H -1.501 -1.642 0.435  0.30
H -0.999 -2.878 -0.441  0.36
C 1.611 -0.220 2.610  -0.75
N 1.474 0.339 1.255  -0.17
C 0.427 0.851 0.617  0.35
S 0.597 0.978 -1.129  -0.39
N -0.661 1.368 1.158  -0.11
C -1.199 1.134 2.510  -1.08
H 0.724 -0.007 3.224  0.28
H 2.510 0.229 3.060  0.30
H 1.784 -1.312 2.557  0.31
H 2.216 0.130 0.581  0.26
H -1.259 1.787 0.437  0.29
H -2.204 1.585 2.525  0.36
H -1.310 0.054 2.745  0.35
H -0.564 1.642 3.257  0.37

Cartesian forces, eV/Å:
0.299 0.444 -0.574
-3.100 -1.960 -0.659
-1.195 -1.636 2.687
1.796 -2.888 -1.107
-0.116 0.375 -0.515
0.058 0.978 -2.215
-0.383 -0.110 0.510
-0.039 -0.227 -0.210
-0.363 -0.115 -0.022
0.208 0.037 -0.155
0.084 0.217 -0.317
0.426 0.050 0.141
-0.265 -0.590 -0.337
0.902 0.693 0.235
2.561 4.761 1.933
-0.667 -0.531 -0.115
-0.325 0.384 -0.006
0.681 -0.153 -0.319
-0.454 -0.146 0.038
-0.218 0.518 -0.008
-0.192 -0.074 0.598
0.114 -0.244 0.740
0.470 -0.165 0.133
0.133 0.673 -0.202
-0.420 -0.289 -0.252

***

(3)
Below is a cluster of 2 separate species, C4H16N4 in total, with properties calculated with ωB97M-V with the def2-TZVPD basis set.

* E_HOMO: -0.6418 Ha
* total charge: +2
* gap between HOMO and LUMO: 11.10 eV

Each line ends with the Mulliken charge.
Geometry (Å):
C -1.705 2.291 1.945  -0.94
C -0.728 2.429 -0.322  0.62
N -1.652 1.881 0.520  -0.26
N 0.556 2.243 -0.036  -0.38
N -1.168 2.985 -1.435  -0.37
H -2.537 1.683 0.079  0.31
H 0.719 1.980 0.931  0.27
H 1.246 2.750 -0.571  0.26
H -2.088 3.396 -1.412  0.25
H -0.557 3.211 -2.205  0.23
H -1.272 3.276 2.108  0.36
H -1.198 1.550 2.552  0.31
H -2.741 2.423 2.238  0.35
C 0.895 -3.049 -0.940  -0.30
C 2.206 -2.334 -0.882  -1.07
N 0.382 -3.346 0.470  -0.37
H 0.020 -2.630 -1.444  0.33
H 0.996 -4.053 -1.368  0.32
H 2.956 -2.953 -0.386  0.41
H 2.121 -1.303 -0.547  0.31
H 0.293 -2.501 1.042  0.31
H -0.485 -3.887 0.520  0.36
H 1.132 -3.766 1.034  0.37
H 2.608 -2.277 -1.893  0.32

Cartesian forces, eV/Å:
0.097 -0.072 -0.150
-0.921 -1.021 0.281
0.188 0.975 0.032
-0.338 0.509 0.083
0.377 0.005 -0.200
-0.118 0.245 0.052
0.516 -0.048 -0.413
0.219 0.060 0.421
-0.092 -0.094 -0.301
-0.040 0.130 -0.001
0.313 -0.021 -0.197
-0.155 0.002 0.336
-0.094 -0.419 0.060
-1.057 -1.448 0.178
0.143 0.027 -0.937
1.034 0.678 1.039
0.522 0.557 -0.081
0.192 0.211 -0.041
-0.083 0.350 0.495
0.185 -0.069 0.445
-0.704 0.339 -0.484
0.213 -0.064 -0.008
-0.214 -0.907 -0.428
-0.182 0.075 -0.181

***

(4)
Below is a cluster of 3 separate species, C4H16NO2 in total, with properties calculated with ωB97M-V with the def2-TZVPD basis set.

* E_HOMO: -0.5624 Ha
* total charge: +1
* gap between HOMO and LUMO: 12.42 eV

Each line ends with the Mulliken charge.
Geometry (Å):
C -0.710 1.127 -1.637  -1.37
C 0.073 0.295 -0.631  0.11
C 0.933 1.034 0.363  -0.43
C 2.011 1.865 -0.346  -1.29
N -0.827 -0.722 0.036  -0.25
H 0.018 1.462 -2.376  0.36
H -1.078 2.077 -1.252  0.33
H -1.496 0.573 -2.136  0.43
H 0.738 -0.356 -1.214  0.26
H 0.317 1.655 1.029  0.38
H 1.346 0.375 1.136  0.36
H 2.968 1.928 0.158  0.35
H 2.173 1.427 -1.325  0.37
H 1.675 2.896 -0.471  0.31
H -1.438 -0.307 0.742  0.31
H -1.323 -1.274 -0.664  0.38
H -0.270 -1.435 0.510  0.39
H -2.118 -0.626 3.557  0.31
H -0.674 -0.163 3.379  0.31
O -1.454 -0.433 2.873  -0.61
H -0.327 -4.122 0.130  0.30
H -0.132 -3.864 -1.335  0.31
O -0.406 -3.415 -0.524  -0.61

Cartesian forces, eV/Å:
0.743 0.743 0.134
0.214 -0.944 -0.698
-0.218 0.540 1.412
-0.442 0.173 -0.071
0.396 0.110 0.206
-0.115 -0.214 -0.273
-0.396 -0.228 0.414
-0.084 -0.059 -0.080
-0.025 0.105 0.056
-0.172 0.295 -0.521
0.344 -0.500 -0.585
-0.016 -0.267 0.275
0.287 0.114 -0.228
-0.032 -0.111 -0.191
-0.260 -0.064 0.063
-0.346 0.207 0.106
0.064 0.104 0.112
0.187 0.074 -0.382
-0.140 -0.005 -0.075
-0.012 -0.039 0.330
-0.126 0.128 0.109
-0.049 0.213 -0.051
0.199 -0.374 -0.060

***

(5)
Below is a cluster of 4 separate species, C4H16O3 in total, with properties calculated with ωB97M-V with the def2-TZVPD basis set.

* E_HOMO: -0.4077 Ha
* gap between HOMO and LUMO: 11.83 eV

Each line ends with the Mulliken charge.
Geometry (Å):
C -1.441 0.852 2.240  -1.15
C -0.209 0.724 1.347  -0.42
C 0.312 -0.709 1.194  -0.44
C -0.697 -1.669 0.555  -1.00
H -1.129 0.690 3.251  0.31
H -2.237 0.167 2.070  0.34
H -1.782 1.884 2.201  0.32
H 0.562 1.411 1.705  0.30
H -0.458 1.103 0.342  0.31
H 0.581 -1.034 2.203  0.31
H 1.206 -0.751 0.580  0.26
H -0.900 -1.340 -0.472  0.20
H -1.633 -1.816 1.080  0.36
H -0.123 -2.587 0.384  0.31
O 1.715 -2.852 -1.816  -0.64
H 0.968 -2.378 -2.198  0.32
H 1.573 -3.787 -1.996  0.32
O 6.278 -0.468 -2.605  -0.64
H 5.732 -0.266 -1.840  0.32
H 7.112 -0.018 -2.444  0.32
O -5.130 4.343 -2.304  -0.64
H -5.495 3.574 -1.862  0.32
H -4.801 4.926 -1.616  0.32

Cartesian forces, eV/Å:
1.128 0.841 0.116
-0.346 -0.035 -1.077
-0.662 0.434 0.564
1.230 0.028 -0.747
0.161 -0.158 0.858
-0.646 -0.456 -0.577
-0.374 0.001 -0.048
0.074 -0.203 0.143
-0.014 -0.090 0.122
0.093 -0.340 -0.070
0.230 0.185 0.017
-0.308 0.234 0.171
0.029 -0.146 0.161
-0.597 -0.301 0.355
0.057 0.088 0.083
0.045 -0.197 -0.005
-0.099 0.123 -0.061
-0.013 -0.019 -0.040
-0.016 -0.013 0.012
0.028 0.025 0.023
0.026 0.074 -0.247
0.002 -0.011 0.144
-0.026 -0.064 0.104

***

(6)
Below is a cluster of 4 separate species, C4H16O4 in total, with properties calculated with ωB97M-V with the def2-TZVPD basis set.

* E_HOMO: -0.3662 Ha
* gap between HOMO and LUMO: 10.55 eV

Each line ends with the Mulliken charge.
Geometry (Å):
C -0.168 -1.399 2.195  -0.24
O -0.431 -1.723 0.828  -0.49
H -1.094 -1.341 2.775  0.26
H 0.547 -2.151 2.523  0.23
H 0.288 -0.403 2.204  -0.05
H -0.751 -0.918 0.406  0.26
C 2.937 1.184 2.110  -0.42
O 3.735 1.565 3.221  -0.54
H 3.017 0.112 1.947  0.23
H 1.878 1.369 2.310  0.14
H 3.224 1.782 1.245  0.27
H 4.186 2.395 3.070  0.30
C -1.366 -1.865 -3.321  -0.48
O -1.614 -0.568 -3.878  -0.51
H -0.310 -2.126 -3.307  0.26
H -1.539 -1.766 -2.236  0.15
H -2.034 -2.625 -3.724  0.29
H -2.446 -0.284 -3.497  0.29
C -1.681 1.401 -0.933  -0.59
O -0.563 1.202 -0.068  -0.45
H -1.419 1.038 -1.928  0.23
H -2.567 0.893 -0.558  0.26
H -1.969 2.453 -0.999  0.34
H 0.140 1.774 -0.385  0.26

Cartesian forces, eV/Å:
0.117 0.522 -1.060
-0.312 -0.091 0.008
0.180 -0.359 0.192
-0.227 0.096 0.475
0.146 -0.155 0.392
0.177 0.041 -0.025
-0.216 0.575 0.229
0.001 -0.461 0.423
0.364 0.020 -0.195
-0.006 0.179 0.074
-0.038 -0.385 -0.327
-0.104 0.081 -0.217
-0.271 0.788 1.673
0.400 -0.415 -0.313
-0.015 0.043 -0.933
-0.319 -0.423 -0.120
0.299 -0.125 -0.181
-0.108 0.112 -0.128
0.113 0.340 -0.339
-0.438 -0.005 0.206
-0.258 -0.028 -0.100
0.257 -0.333 0.206
0.166 0.086 0.002
0.091 -0.103 0.057

***

(7)
Below is a cluster of 4 separate species, C4H16O4 in total, with properties calculated with ωB97M-V with the def2-TZVPD basis set.

* E_HOMO: -0.3759 Ha
* gap between HOMO and LUMO: 10.82 eV

Each line ends with the Mulliken charge.
Geometry (Å):
C 4.675 -0.517 -3.603  -0.42
O 4.976 0.888 -3.870  -0.50
H 3.647 -0.476 -3.257  0.17
H 4.694 -1.144 -4.549  0.22
H 5.349 -0.942 -2.863  0.24
H 5.869 0.972 -4.191  0.29
C -2.243 -0.833 -1.219  -0.38
O -1.604 0.337 -1.707  -0.49
H -2.196 -0.842 -0.136  0.05
H -3.237 -0.831 -1.588  0.26
H -1.801 -1.752 -1.585  0.23
H -0.841 0.508 -1.162  0.33
C 0.470 0.429 1.314  -0.15
O 0.562 -0.062 2.698  -0.55
H 1.358 0.099 0.672  0.26
H -0.382 -0.122 0.845  -0.16
H 0.416 1.528 1.288  0.27
H -0.314 0.022 3.064  0.34
C -3.466 0.224 3.251  -0.67
O -2.234 0.862 3.096  -0.47
H -4.078 0.361 2.366  0.25
H -3.294 -0.846 3.340  0.24
H -4.069 0.522 4.082  0.35
H -2.252 1.614 3.714  0.29

Cartesian forces, eV/Å:
-0.009 0.798 -1.498
-0.505 -1.082 0.291
0.040 -0.313 0.235
0.100 0.727 0.993
-0.047 -0.028 0.121
0.418 -0.101 -0.141
0.909 0.257 0.168
-0.273 -0.127 -0.389
-0.400 -0.154 0.267
-1.091 0.174 -0.064
0.461 -0.237 -0.164
0.344 0.090 0.162
0.454 -1.527 0.167
1.029 0.422 -1.777
-0.807 0.412 1.419
0.287 0.978 0.213
-0.311 -0.434 -0.127
-0.642 0.193 0.109
-0.639 -1.350 -0.934
0.475 1.235 0.971
-0.155 0.125 -0.322
0.012 -0.183 0.098
-0.049 0.460 0.772
0.400 -0.334 -0.571

***

(8)
Below is a cluster of 2 separate species, C4H16O6P2S in total, with properties calculated with ωB97M-V with the def2-TZVPD basis set.

* E_HOMO: -0.3244 Ha
* gap between HOMO and LUMO: 6.15 eV

Each line ends with the Mulliken charge.
Geometry (Å):
O -0.129 -0.936 4.601  -0.62
S -0.515 -1.272 3.191  0.91
O -0.731 -2.739 2.966  -0.58
C -2.035 -0.271 2.809  -0.90
P -3.549 -1.496 2.892  0.05
H 0.469 -0.852 2.306  0.11
H -2.130 0.563 3.571  0.39
H -1.912 0.138 1.766  0.38
H -4.464 -0.416 3.120  0.07
H -3.241 -1.867 1.538  0.06
H -2.985 -2.102 4.066  0.10
H -4.618 -2.478 2.865  0.04
C 1.080 1.820 -4.596  -0.72
O 0.462 1.666 -3.313  -0.29
P 0.922 0.259 -2.437  1.06
O -0.193 0.430 -1.414  -0.60
O 2.319 0.976 -1.953  -0.33
C 2.263 2.228 -1.280  -0.65
O 1.478 -1.246 -1.852  -0.48
C 1.702 -1.374 -0.462  -0.58
H 0.819 2.802 -4.990  0.24
H 2.169 1.751 -4.516  0.34
H 0.713 1.053 -5.281  0.31
H 1.298 2.391 -0.796  0.34
H 2.460 3.033 -1.990  0.25
H 3.043 2.233 -0.518  0.26
H 0.768 -1.285 0.094  0.25
H 2.426 -0.638 -0.108  0.27
H 2.111 -2.370 -0.280  0.33

Cartesian forces, eV/Å:
-0.451 -0.222 -3.169
-0.527 -1.453 3.292
0.233 3.127 -0.446
1.120 0.486 -0.188
-0.028 -0.650 -0.203
-0.527 -0.129 0.427
0.507 -1.018 -0.818
-0.135 -0.334 0.964
0.433 -0.309 -0.113
-0.056 0.120 0.371
-0.335 0.299 -0.374
-0.216 0.120 0.206
0.155 0.276 -0.306
0.662 -2.915 -1.906
-1.107 3.331 8.653
0.445 -0.479 -1.690
0.091 -1.039 -0.484
-0.006 0.561 -0.220
-0.125 -0.124 -4.014
0.106 0.279 0.697
-0.065 -0.066 0.126
-0.032 0.021 -0.017
0.035 0.163 -0.098
-0.026 -0.121 -0.140
-0.060 0.058 0.109
0.032 -0.153 -0.118
-0.040 0.120 -0.163
-0.071 0.042 -0.030
-0.014 0.008 -0.345

***

(9)
Below is a cluster of 5 separate species, C4H16O7 in total, with properties calculated with ωB97M-V with the def2-TZVPD basis set.

* multiplicity: 2
* E_HOMO (spin up / spin down): -0.5313 / -0.5312 Ha
* total charge: +1
* gap between HOMO and LUMO (spin up / spin down): 11.11 / 4.16 eV

Each line ends with the Mulliken charge.
Geometry (Å):
O 3.431 0.422 -0.887  -0.52
C 2.564 0.927 -0.193  0.18
O 2.555 2.271 0.077  -0.46
C 1.363 0.134 0.237  -0.68
C 0.462 -0.197 -1.102  -0.64
C -1.021 -0.081 -0.928  -0.19
O -1.435 -0.328 0.422  -0.50
H 3.355 2.613 -0.465  0.40
H 1.762 -0.789 0.622  0.38
H 0.619 0.633 0.859  0.70
H 0.819 -1.112 -1.407  0.41
H 0.896 0.466 -1.968  0.49
H -1.808 -0.779 -1.430  0.31
H -1.322 0.920 -1.273  0.38
H -0.579 -0.381 0.888  0.35
H -1.705 -2.154 1.457  0.32
H -1.853 -3.762 1.161  0.29
O -1.422 -3.023 1.378  -0.56
H 3.191 -2.900 0.999  0.35
H 3.385 -2.100 -0.348  0.33
O 2.811 -2.840 0.032  -0.68
H -4.153 1.255 0.321  0.39
H -2.788 0.740 0.765  0.50
O -3.474 1.320 1.076  -0.74
H -2.501 2.533 0.230  0.42
H -1.164 3.226 -0.032  0.36
O -1.988 2.988 -0.493  -0.58

Cartesian forces, eV/Å:
-1.107 0.324 1.159
0.979 1.116 -1.374
1.339 -0.937 -1.296
-1.682 0.077 -1.840
2.205 3.418 -0.322
-0.598 -2.514 1.677
1.209 0.512 -1.896
-1.564 -0.495 1.309
-0.336 -0.492 0.441
0.973 0.567 0.803
0.222 -2.769 -0.702
-1.333 -0.891 1.503
1.256 0.998 -0.271
-0.921 1.385 0.016
-0.217 -0.258 0.710
-2.189 1.117 0.054
-3.566 -3.463 -1.295
5.604 2.276 1.305
-1.110 -0.079 -2.796
-0.920 -1.466 0.489
2.096 1.711 2.249
1.084 0.229 1.846
0.344 -0.786 0.237
-1.958 0.647 -1.877
-0.239 0.397 -0.336
-0.097 0.292 -0.337
0.525 -0.916 0.543